Molecular formula: C4H6IN2S
Method: DFT, the ωB97M-V functional and the def2-TZVPD basis

Values from the calculation:
* 2S+1: 1
* HOMO-LUMO gap: 8.05 eV
* net charge: +1
* energy above the lowest of the compared OMol25 structures with the same formula, charge and spin: 66.6 kcal/mol

XYZ file:
```
14
Properties=species:S:1:pos:R:3:nbo_charge:R:1
C 0.28 0.27 0.97 -0.273
C 0.34 -1.14 0.74 -0.364
C -0.24 1.20 0.23 0.483
C 0.24 -1.75 -0.61 -0.518
N -2.14 -0.80 -0.68 -1.059
N -0.87 2.12 -0.34 -0.639
S -1.41 -1.93 0.11 1.023
I -3.79 0.13 0.05 0.349
H 0.72 0.62 1.90 0.312
H 0.83 -1.73 1.50 0.268
H 0.26 -1.09 -1.48 0.266
H 0.77 -2.68 -0.76 0.270
H -0.45 2.77 -1.01 0.443
H -1.89 2.20 -0.20 0.438
```